[1]
{"formula": "C23H37MnN6O2PS", "method": "wB97M-V/def2-TZVPD", "species": ["Mn", "C", "O", "C", "C", "O", "C", "H", "H", "H", "H", "H", "H", "H", "H", "H", "H", "C", "C", "C", "C", "N", "C", "C", "C", "C", "C", "C", "C", "H", "H", "H", "H", "H", "H", "H", "H", "C", "N", "C", "N", "C", "N", "C", "P", "C", "C", "H", "H", "H", "H", "H", "H", "H", "H", "H", "H", "H", "H", "H", "C", "N", "C", "N", "S", "H", "H", "H", "H", "H", "H"], "positions_angstrom": [[0.5163, -0.1032, -0.4741], [3.4080, 0.4883, 1.7370], [2.0279, 0.7406, 1.5251], [1.7211, 2.1281, 1.6060], [0.2277, 2.3147, 1.8467], [-0.5018, 1.5683, 0.8860], [-1.8968, 1.8019, 0.9739], [3.6951, 0.7479, 2.7619], [4.0250, 1.0561, 1.0369], [3.5766, -0.5726, 1.5613], [2.0181, 2.6187, 0.6688], [2.2647, 2.5945, 2.4361], [-0.0177, 3.3814, 1.7566], [-0.0431, 1.9728, 2.8560], [-2.2721, 1.5419, 1.9676], [-2.3723, 1.1702, 0.2231], [-2.1278, 2.8534, 0.7790], [-1.1433, 3.6351, -2.3525], [-2.3306, 3.1449, -2.8849], [-2.5132, 1.7789, -2.9705], [-1.5058, 0.9182, -2.5313], [-0.3676, 1.4068, -1.9883], [-0.1989, 2.7288, -1.9137], [-1.6038, -0.5424, -2.6144], [-2.4004, -1.1366, -3.5955], [-2.4875, -2.5105, -3.6948], [-1.7627, -3.2984, -2.8188], [-0.9587, -2.7042, -1.8565], [-0.8454, -1.3208, -1.7012], [-0.9552, 4.6948, -2.2965], [-3.0979, 3.8252, -3.2189], [-3.4286, 1.3740, -3.3672], [0.7408, 3.0610, -1.4854], [-2.9104, -0.5188, -4.3186], [-3.1051, -2.9609, -4.4561], [-1.8030, -4.3745, -2.9001], [-0.3919, -3.3678, -1.2130], [-0.4908, -4.4768, 2.5480], [0.9748, -4.0387, 2.5106], [1.3320, -3.4898, 3.8898], [0.4370, -2.4692, 4.2731], [-0.9306, -2.9599, 4.2978], [-1.3219, -3.4230, 2.9788], [-1.4500, -2.3491, 2.0153], [0.1646, -1.4487, 1.6906], [1.2078, -3.0115, 1.4749], [0.5889, -1.2450, 3.5159], [-0.5623, -5.3179, 3.2445], [-0.7770, -4.8065, 1.5462], [1.5592, -4.8560, 2.3144], [2.3573, -3.1090, 3.8520], [1.2741, -4.3262, 4.5911], [-1.6003, -2.1664, 4.6284], [-1.0043, -3.7884, 5.0075], [-2.1825, -1.6293, 2.3937], [-1.8368, -2.7450, 1.0717], [2.2641, -2.7180, 1.4809], [0.9929, -3.4312, 0.4881], [-0.0721, -0.4879, 3.9472], [1.6179, -0.8894, 3.6125], [5.3036, -1.1023, -3.0610], [4.1420, -0.4955, -3.6681], [3.0017, -0.2733, -3.0298], [1.9615, 0.2412, -3.6902], [2.8689, -0.5988, -1.3697], [6.1490, -1.0062, -3.7361], [5.1188, -2.1605, -2.8620], [5.5309, -0.6007, -2.1202], [4.1874, -0.3070, -4.6607], [2.0070, 0.4676, -4.6710], [1.0953, 0.3954, -3.1807]], "forces_ev_per_angstrom": [[-0.82, -0.16, -0.56], [0.29, 0.02, -0.04], [-0.41, 0.29, -0.06], [-0.36, 0.29, -0.04], [0.55, -0.15, 0.11], [0.35, -0.28, -0.26], [-0.38, -0.03, -0.18], [-0.07, -0.01, -0.06], [-0.01, -0.04, -0.01], [0.04, 0.00, 0.00], [0.04, -0.04, 0.11], [-0.03, -0.01, -0.09], [0.02, -0.13, 0.06], [0.01, 0.07, -0.08], [0.01, -0.04, 0.02], [-0.04, 0.09, 0.05], [0.03, -0.07, -0.05], [0.08, -0.07, -0.05], [0.16, -0.11, 0.11], [0.16, 0.08, -0.01], [0.18, 0.29, 0.03], [0.12, -0.75, 0.42], [0.04, 0.19, 0.01], [0.15, -0.65, 0.32], [0.13, 0.20, 0.09], [-0.05, -0.04, -0.04], [0.01, 0.03, 0.01], [0.17, 0.17, 0.37], [0.73, 1.30, 0.37], [0.05, 0.09, 0.06], [-0.10, 0.05, -0.06], [-0.11, -0.06, -0.03], [-0.03, 0.03, -0.02], [-0.16, 0.05, -0.07], [-0.03, -0.04, -0.09], [-0.02, -0.10, 0.01], [0.11, -0.07, 0.08], [-0.42, -0.44, -0.09], [0.19, -0.33, 0.16], [0.36, -0.11, 0.45], [-0.04, 0.01, 0.28], [-0.12, -0.06, 0.15], [-0.27, -0.10, 0.20], [-0.08, 0.46, -0.52], [0.24, -1.30, 0.02], [-0.03, 0.81, -0.72], [0.11, 0.67, -0.42], [0.18, 0.08, -0.09], [0.20, 0.01, 0.04], [-0.05, 0.05, 0.04], [-0.11, -0.16, -0.11], [0.02, 0.01, -0.13], [0.02, -0.02, -0.04], [0.02, 0.06, -0.05], [0.04, -0.04, -0.11], [0.02, 0.10, 0.01], [-0.13, -0.15, 0.07], [0.01, -0.03, 0.13], [0.11, 0.02, -0.04], [-0.10, 0.08, -0.04], [0.24, -0.25, 0.33], [-0.21, 0.16, -0.42], [-0.45, 0.29, -0.41], [0.01, -0.06, 0.02], [-0.86, -0.16, 0.95], [-0.03, 0.03, -0.01], [0.09, 0.07, 0.01], [0.08, -0.05, -0.09], [-0.09, 0.01, 0.14], [-0.02, -0.04, 0.02], [0.24, -0.01, -0.17]], "orbital_gap_ev": [8.30, 8.30], "spin_multiplicity": 2, "charge": 2, "lumo_energy_ev": [-4.7, -4.8], "energy_ha": -3267.594587, "homo_energy_ev": [-13.0, -13.1]}



[2]
{"formula": "C23H37N2O15P", "method": "wB97M-V/def2-TZVPD", "species": ["C", "C", "O", "N", "C", "P", "C", "C", "C", "O", "O", "C", "N", "H", "H", "H", "H", "H", "H", "H", "H", "H", "H", "H", "H", "H", "C", "C", "C", "O", "C", "O", "O", "H", "H", "H", "H", "H", "H", "C", "C", "C", "O", "C", "O", "O", "H", "H", "H", "H", "H", "H", "C", "C", "C", "O", "C", "O", "O", "H", "H", "H", "H", "H", "H", "C", "C", "C", "O", "C", "O", "O", "H", "H", "H", "H", "H", "H"], "positions_angstrom": [[2.8666, -3.5860, 1.6832], [2.3865, -2.1818, 1.9321], [2.5039, -1.6244, 2.9954], [1.7489, -1.5759, 0.7923], [2.8054, -1.0504, -0.1409], [0.8488, -0.2137, 1.4386], [-0.6113, -1.0444, 2.1218], [-1.1998, -2.2291, 1.3299], [-2.7193, -2.2157, 1.4497], [-3.2370, -3.4027, 0.8876], [0.2543, 0.5540, -0.0015], [-0.0778, -0.1799, -1.0186], [-0.2728, -0.8927, -1.9061], [3.0914, -4.0725, 2.6261], [3.7320, -3.5727, 1.0206], [2.0766, -4.1149, 1.1506], [2.8771, 0.0357, -0.0995], [2.5003, -1.3355, -1.1471], [3.7623, -1.5177, 0.0715], [-1.3594, -0.2723, 2.2664], [-0.3097, -1.3929, 3.1115], [-0.9589, -2.2057, 0.2678], [-0.8660, -3.1899, 1.7243], [-3.1282, -1.3275, 0.9574], [-2.9722, -2.1506, 2.5182], [-4.1201, -3.2659, 0.5273], [-3.6518, -8.2263, 2.5969], [-4.8272, -7.3369, 2.2879], [-5.8686, -7.9204, 1.3592], [-6.4235, -6.7425, 0.7624], [-5.4636, -5.7837, 0.7832], [-5.5489, -4.7487, 0.2034], [-4.4191, -6.1769, 1.5404], [-2.8686, -7.6590, 3.0979], [-3.9590, -9.0473, 3.2448], [-3.2253, -8.6390, 1.6818], [-5.2921, -6.9841, 3.2134], [-6.6433, -8.4887, 1.8673], [-5.4237, -8.5312, 0.5700], [3.9968, 3.7210, -3.8368], [4.4801, 2.3920, -3.3176], [3.9963, 2.0116, -1.9382], [5.0415, 1.1415, -1.4791], [6.1832, 1.5096, -2.1200], [7.2658, 1.1089, -1.8430], [5.9075, 2.3914, -3.1074], [4.5418, 4.0051, -4.7314], [2.9339, 3.6612, -4.0756], [4.1485, 4.5106, -3.1016], [4.2546, 1.5981, -4.0360], [3.0419, 1.4892, -1.9467], [3.9383, 2.8677, -1.2621], [-1.3777, 2.7645, 7.0224], [-2.0360, 1.7468, 6.1287], [-1.0969, 0.8877, 5.3110], [-1.9142, 0.5510, 4.1802], [-2.8213, 1.5502, 4.0197], [-3.5235, 1.6655, 3.0698], [-2.7988, 2.3836, 5.0843], [-2.1174, 3.4624, 7.4125], [-0.8873, 2.2698, 7.8605], [-0.6357, 3.3437, 6.4716], [-2.7260, 1.1227, 6.7039], [-0.7699, -0.0136, 5.8234], [-0.2251, 1.4405, 4.9536], [-0.2094, 7.5473, -6.5149], [1.2506, 7.3315, -6.8146], [1.5942, 6.0313, -7.5076], [2.9438, 5.8120, -7.0764], [3.0943, 6.4234, -5.8758], [4.0341, 6.2847, -5.1631], [2.0199, 7.2007, -5.6030], [-0.3384, 8.3972, -5.8460], [-0.7592, 7.7406, -7.4357], [-0.6397, 6.6734, -6.0240], [1.6560, 8.1823, -7.3697], [1.5477, 6.0850, -8.5920], [0.9793, 5.1998, -7.1551]], "forces_ev_per_angstrom": [[-0.29, 0.13, -0.23], [0.13, -0.47, -0.46], [-0.48, -0.01, 0.15], [0.39, 1.03, 0.55], [-0.67, -0.83, -0.59], [0.40, 1.00, 1.01], [0.12, -0.89, -0.86], [-0.58, 0.09, -0.13], [0.05, -0.05, 0.18], [0.26, 0.13, -0.02], [-0.26, -0.90, -0.47], [0.24, -0.19, 0.13], [-0.12, 0.33, -0.04], [0.18, 0.01, -0.01], [0.11, -0.06, 0.10], [0.03, -0.10, 0.05], [0.22, -0.01, 0.26], [0.16, 0.10, -0.09], [0.13, 0.22, 0.03], [0.03, 0.12, -0.03], [0.02, 0.24, 0.12], [0.18, -0.02, 0.06], [0.21, 0.04, -0.02], [0.04, 0.05, 0.00], [-0.15, 0.04, -0.03], [0.02, -0.16, 0.11], [0.18, 0.09, -0.16], [0.15, -0.22, 0.05], [-0.11, -0.03, 0.04], [0.04, -0.04, -0.01], [-0.02, 0.01, -0.07], [-0.14, -0.01, -0.03], [-0.12, 0.05, 0.05], [-0.05, 0.00, 0.08], [-0.02, 0.01, 0.00], [-0.04, -0.01, -0.01], [-0.03, 0.02, -0.02], [-0.10, 0.12, -0.03], [0.07, -0.03, 0.05], [0.26, -0.09, 0.16], [-0.18, 0.26, -0.04], [-0.14, -0.15, 0.04], [-0.07, 0.08, -0.05], [0.09, 0.01, -0.01], [-0.01, -0.01, 0.02], [-0.03, -0.15, 0.01], [-0.04, -0.06, -0.06], [0.00, -0.01, 0.00], [-0.01, -0.01, 0.01], [0.03, -0.05, 0.04], [0.07, -0.12, 0.04], [-0.01, 0.07, -0.08], [-0.03, 0.22, -0.15], [0.18, 0.14, 0.15], [0.03, -0.15, 0.01], [-0.11, 0.26, 0.40], [-0.04, 0.03, -0.08], [0.02, 0.00, 0.00], [-0.05, -0.12, 0.02], [-0.03, -0.07, 0.06], [-0.01, -0.02, 0.00], [0.01, -0.04, -0.02], [-0.01, -0.03, -0.04], [-0.09, -0.08, -0.10], [0.00, 0.06, 0.07], [-0.01, -0.07, 0.26], [-0.27, 0.00, -0.01], [0.04, 0.00, -0.11], [-0.06, -0.01, 0.02], [0.02, 0.02, 0.05], [-0.04, 0.19, -0.09], [0.09, 0.02, -0.09], [0.01, 0.06, -0.08], [0.02, 0.00, -0.02], [0.02, -0.02, -0.03], [0.05, -0.02, 0.00], [0.16, -0.01, 0.00], [-0.07, 0.05, 0.02]], "orbital_gap_ev": 9.39, "lumo_energy_ev": 0.6, "energy_ha": -2478.109760, "homo_energy_ev": -8.8, "smiles": "CC(=O)N(C)P(CCCO)OC#N.C[C@@H]1COC(=O)O1.C[C@@H]1COC(=O)O1.C[C@@H]1COC(=O)O1.C[C@@H]1COC(=O)O1"}



[3]
{"formula": "C23H37N3O2PtS", "method": "wB97M-V/def2-TZVPD", "species": ["Pt", "C", "C", "C", "C", "C", "C", "C", "C", "C", "C", "C", "C", "C", "C", "C", "C", "C", "H", "H", "H", "H", "H", "H", "H", "H", "H", "H", "H", "H", "H", "H", "H", "H", "H", "H", "H", "H", "H", "H", "H", "H", "H", "H", "H", "H", "H", "O", "N", "C", "C", "C", "C", "C", "S", "H", "H", "H", "H", "N", "C", "N", "O", "H", "H", "H", "H"], "positions_angstrom": [[-1.2693, 0.7725, 0.0269], [1.9045, 0.2612, 1.3599], [1.7683, -0.6806, 0.2641], [0.5542, -1.3186, 0.4640], [-0.2501, -0.4835, 1.4148], [0.7390, 0.3703, 2.1019], [0.5602, 1.1754, 3.3701], [1.9611, 1.6547, 3.8381], [-0.0470, 0.2889, 4.4841], [-0.3720, 2.3921, 3.1064], [0.1052, -2.7797, 0.2084], [-1.0646, -2.8501, -0.7893], [1.2908, -3.6753, -0.1911], [-0.3845, -3.3128, 1.5653], [2.7174, -0.5985, -0.9147], [3.9520, -1.5123, -0.7708], [1.9222, -0.8752, -2.2102], [3.2229, 0.8283, -1.0220], [2.7934, 0.8903, 1.5077], [-1.0060, -0.9453, 2.0113], [2.6019, 0.7643, 3.9800], [1.8826, 2.1546, 4.8091], [2.4117, 2.2936, 3.0619], [0.5988, -0.5433, 4.7619], [-1.0084, -0.1268, 4.1694], [-0.2129, 0.9137, 5.3740], [0.0722, 3.0768, 2.3708], [-0.5894, 2.8808, 4.0662], [-1.2956, 2.0378, 2.6412], [-0.9091, -2.2111, -1.6763], [-2.0099, -2.5035, -0.3701], [-1.1794, -3.8845, -1.1113], [1.7622, -3.4361, -1.1475], [0.9392, -4.7106, -0.2375], [2.0642, -3.6306, 0.5707], [-1.3173, -2.8330, 1.9110], [0.4008, -3.2351, 2.3174], [-0.5793, -4.3928, 1.5026], [3.6119, -2.5691, -0.6774], [4.5110, -1.2902, 0.1514], [4.6245, -1.4313, -1.6215], [1.3087, -1.7816, -2.1781], [2.5868, -0.8978, -3.0864], [1.2164, -0.0192, -2.3550], [3.9273, 1.0449, -0.2567], [2.3924, 1.5380, -0.9821], [3.7399, 0.9398, -1.9927], [-1.9327, 1.4589, -1.7914], [-2.8314, 0.6394, -2.4590], [-2.7596, 0.5711, -3.8205], [-3.6109, -0.2575, -4.5534], [-4.7127, -0.8164, -3.8680], [-4.8527, -0.6284, -2.4789], [-3.7937, 0.0102, -1.7442], [-3.2615, -0.1664, -0.0577], [-1.9385, 1.1327, -4.2767], [-3.4046, -0.3498, -5.6277], [-5.4870, -1.3877, -4.3675], [-5.7712, -0.8926, -1.9497], [0.1817, 4.7696, -1.1585], [-0.5676, 3.7332, -0.6219], [-1.8895, 4.0103, -0.4239], [0.0164, 2.7083, -0.1594], [-0.2814, 5.2996, -1.8649], [1.1040, 4.4342, -1.4386], [-2.3279, 4.7624, -0.9340], [-2.5279, 3.2192, -0.2238]], "forces_ev_per_angstrom": [[1.00, 1.37, 1.06], [0.94, -0.15, -1.19], [1.62, 2.17, 0.93], [-2.00, -1.33, 1.01], [1.10, -0.61, -0.20], [-0.47, 0.10, -0.29], [0.42, 0.11, 0.14], [-0.25, -0.58, -0.30], [-0.28, 0.24, -0.22], [0.45, -0.49, -0.27], [0.20, 0.68, 0.08], [0.19, 0.39, -0.60], [-0.19, -0.04, -0.30], [-0.35, -0.52, 0.28], [-0.03, -0.58, -0.51], [-0.67, -1.21, 0.78], [-0.52, 0.54, -0.07], [-0.22, 0.24, -1.12], [-0.52, -0.58, 0.01], [-0.42, -0.22, 0.18], [-0.14, 0.46, -0.02], [0.06, 0.14, -0.35], [-0.07, 0.04, 0.59], [0.12, 0.04, -0.06], [-0.03, 0.07, 0.14], [0.03, -0.24, -0.26], [0.03, -0.03, 0.47], [0.00, 0.00, -0.44], [-0.34, 0.01, 0.23], [0.20, -0.38, 0.15], [0.09, -0.21, 0.29], [-0.10, 0.02, -0.05], [-0.29, -0.02, 0.11], [0.06, 0.14, -0.05], [0.07, 0.00, 0.15], [0.49, -0.30, -0.10], [-0.07, 0.27, 0.15], [-0.09, 0.28, -0.23], [0.51, 0.70, -0.21], [-0.15, 0.08, -0.32], [-0.08, 0.13, -0.08], [0.32, 0.10, -0.08], [-0.19, -0.10, 0.33], [0.39, -0.54, -0.01], [0.65, 0.35, 0.64], [0.10, 0.09, -0.02], [-0.21, 0.02, 0.43], [-0.58, -1.15, -2.49], [0.39, 0.99, -0.88], [0.46, -0.32, 0.22], [-0.05, 0.56, 0.89], [0.26, 0.45, 0.75], [0.97, 0.66, 0.31], [0.36, -0.59, -0.34], [-2.69, -0.68, 0.04], [-0.36, -0.18, 0.32], [-0.41, -0.08, 0.57], [0.14, 0.12, -0.15], [0.53, -0.39, -0.11], [0.05, -2.10, 0.28], [0.32, 1.14, 0.74], [-0.17, -1.36, -0.18], [-1.15, 0.25, -0.59], [-0.16, 0.59, -0.31], [-0.27, 0.40, 0.15], [0.16, 0.11, 0.11], [0.85, 0.93, -0.13]], "orbital_gap_ev": [7.08, 6.18], "spin_multiplicity": 5, "charge": 2, "lumo_energy_ev": [-6.3, -9.2], "energy_ha": -1730.128607, "homo_energy_ev": [-13.4, -15.4]}